{"formula": "C3H8N2S", "method": "ωB97M-V with the def2-TZVPD basis set", "species": ["C", "N", "C", "N", "C", "S", "H", "H", "H", "H", "H", "H", "H", "H"], "positions_angstrom": [[2.256, -0.664, 0.058], [1.164, 0.222, -0.240], [0.081, -0.444, -0.358], [-1.131, 0.121, -0.371], [-1.167, 1.487, -0.035], [-2.569, -0.847, -0.145], [2.752, -0.677, 1.029], [1.906, -1.631, -0.218], [3.067, -0.589, -0.744], [0.198, -1.622, -0.330], [-0.425, 2.081, -0.409], [-1.127, 1.657, 1.052], [-2.081, 1.807, -0.514], [-2.923, -0.903, 1.224]], "nbo_charge": [-0.422, -0.505, 0.282, -0.542, -0.414, 0.167, 0.203, 0.162, 0.186, 0.152, 0.232, 0.188, 0.206, 0.107], "gap_ev": 9.4, "smiles": "C/N=C/N(C)S", "multiplicity": 1}

=====

{"formula": "C6H12N2", "method": "ωB97M-V with the def2-TZVPD basis set", "species": ["C", "C", "C", "C", "C", "C", "N", "N", "H", "H", "H", "H", "H", "H", "H", "H", "H", "H", "H", "H"], "positions_angstrom": [[-0.576, 0.228, -2.040], [-0.572, -0.633, 2.000], [2.516, 0.267, 0.087], [-0.560, -0.054, -0.613], [-0.570, -0.322, 0.579], [1.257, 1.036, 0.299], [-2.485, -1.413, -0.124], [1.173, 2.237, 0.609], [-2.263, -2.097, -0.851], [-3.127, -0.756, -0.575], [0.219, 2.588, 0.709], [-0.573, -0.704, -2.607], [0.295, 0.821, -2.329], [-1.477, 0.784, -2.305], [-1.421, -1.290, 2.184], [0.353, -1.136, 2.289], [-0.674, 0.275, 2.597], [2.550, -0.588, 0.767], [2.540, -0.138, -0.927], [3.395, 0.898, 0.250]], "nbo_charge": [-0.692, -0.700, -0.727, 0.113, 0.152, 0.330, -0.941, -0.677, 0.310, 0.310, 0.352, 0.245, 0.240, 0.246, 0.283, 0.235, 0.240, 0.229, 0.228, 0.226], "gap_ev": [6.8, 8.5], "multiplicity": 1}

=====

{"formula": "C2H8N3S", "method": "ωB97M-V with the def2-TZVPD basis set", "species": ["N", "N", "C", "S", "C", "N", "H", "H", "H", "H", "H", "H", "H", "H"], "positions_angstrom": [[0.179, 2.283, 0.207], [0.180, 1.308, 1.213], [-0.281, -0.190, 0.672], [-1.787, -0.149, -0.350], [-0.049, -0.570, -0.686], [0.232, -2.107, -0.910], [-0.193, 3.184, 0.533], [1.179, 2.514, 0.036], [-0.674, 1.582, 1.769], [-0.141, -0.631, 1.575], [0.490, 0.015, -1.404], [-0.457, -2.768, -0.498], [0.943, -2.285, -0.235], [0.380, -2.187, -1.921]], "nbo_charge": [-0.695, -0.414, -0.214, 0.228, -0.183, -0.703, 0.377, 0.359, 0.356, 0.248, 0.269, 0.458, 0.446, 0.467], "gap_ev": 8.5, "smiles": "NN[C@H]1S[C@@H]1[NH3+]", "total_charge": 1, "multiplicity": 1}

=====

{"formula": "C8H8O2S", "method": "ωB97M-V with the def2-TZVPD basis set", "species": ["O", "S", "O", "C", "C", "C", "C", "C", "C", "C", "C", "H", "H", "H", "H", "H", "H", "H", "H"], "positions_angstrom": [[-2.752, -0.064, 1.767], [-3.027, -0.118, 0.379], [-4.242, -0.773, -0.092], [-2.522, 1.218, -0.715], [-1.686, -0.167, -0.874], [-0.314, -0.377, -0.430], [0.625, -0.979, -1.286], [1.846, -1.401, -0.744], [2.220, -1.180, 0.607], [1.296, -0.411, 1.382], [0.075, -0.066, 0.847], [-2.021, 2.066, -0.283], [-3.130, 1.447, -1.559], [-1.810, -0.509, -1.845], [0.370, -1.237, -2.373], [2.635, -1.970, -1.321], [3.352, -1.513, 0.716], [1.586, -0.107, 2.419], [-0.524, 0.531, 1.564]], "nbo_charge": [-0.882, 2.129, -0.911, -0.648, -0.427, -0.083, -0.202, -0.212, -0.218, -0.198, -0.213, 0.239, 0.249, 0.246, 0.220, 0.216, 0.235, 0.222, 0.238], "gap_ev": 9.6, "smiles": "O=S1(=O)C[C@H]1c1ccccc1", "multiplicity": 1}

=====

{"formula": "C6H11O8S", "method": "ωB97M-V with the def2-TZVPD basis set", "species": ["O", "C", "O", "C", "C", "O", "S", "O", "O", "C", "C", "O", "O", "H", "H", "H", "H", "H", "H", "H", "H", "C", "O", "H", "H", "H"], "positions_angstrom": [[0.768, -3.401, 0.331], [1.531, -2.518, 0.372], [1.637, -1.674, -0.654], [1.412, -0.292, -0.281], [0.132, -0.082, 0.551], [-0.610, 1.048, -0.030], [-1.860, 1.568, 0.869], [-2.068, 0.665, 1.965], [-3.213, 1.333, -0.113], [-3.090, 0.290, -1.080], [-3.035, -1.125, -0.527], [-2.327, -1.901, -1.037], [-3.822, -1.464, 0.481], [2.185, -2.441, 1.255], [2.263, 0.126, 0.245], [1.341, 0.274, -1.198], [-0.542, -0.935, 0.551], [0.433, 0.190, 1.558], [-3.997, 0.335, -1.691], [-2.254, 0.444, -1.756], [-3.569, -2.378, 0.685], [3.725, 2.368, -0.124], [3.240, 1.510, -1.034], [3.900, 1.954, 0.913], [4.721, 2.834, -0.349], [3.098, 3.273, 0.097]], "nbo_charge": [-0.563, 0.647, -0.512, -0.119, -0.122, -0.716, 1.757, -0.943, -0.706, -0.193, 0.750, -0.575, -0.665, 0.098, 0.243, 0.260, 0.200, 0.193, 0.212, 0.230, 0.496, -0.190, -0.982, 0.052, 0.078, 0.069], "gap_ev": 5.3, "total_charge": -1, "multiplicity": 1}